ORCA calculation (ωB97M-V with the def2-TZVPD basis set) on a cluster of 11 separate species, C51H130N6O17 in total.

XYZ file:
```
204
Properties=species:S:1:pos:R:3:forces:R:3
C -3.826 0.972 8.162 0.498 -0.948 -0.330
O -3.388 -0.327 7.727 -1.247 0.476 0.202
C -2.008 -0.534 7.907 -0.552 1.241 -0.026
C -1.645 -1.765 7.083 0.648 0.513 0.929
N -1.983 -1.666 5.700 0.344 -0.315 -0.335
C -1.105 -0.853 4.898 -0.221 1.650 -1.774
C -1.921 -0.160 3.755 0.197 -1.309 0.846
O -2.741 0.820 4.321 -0.085 0.006 0.424
C -3.391 1.597 3.359 0.220 0.833 0.708
H -4.909 1.034 8.021 0.253 -0.133 0.231
H -3.352 1.726 7.541 0.119 0.302 -0.179
H -3.516 1.145 9.202 -0.308 -0.016 -0.033
H -1.833 -0.505 9.007 0.490 -0.682 -0.578
H -1.520 0.363 7.491 0.379 -0.203 0.025
H -2.110 -2.631 7.503 -0.375 -0.629 0.370
H -0.567 -1.906 7.150 0.136 -0.178 0.073
H -2.961 -1.519 5.529 -0.199 0.515 0.138
H -0.321 -1.439 4.412 -0.043 -0.356 0.019
H -0.554 -0.039 5.415 -0.547 -0.356 0.265
H -2.550 -0.915 3.272 -0.020 -0.242 -0.131
H -1.308 0.240 2.957 0.516 0.244 -0.017
H -4.163 1.112 2.797 -0.316 -0.923 -0.547
H -2.652 2.038 2.692 -0.040 0.212 -0.293
H -3.912 2.363 3.920 0.056 0.460 0.013
C 3.161 -0.875 -2.647 -0.870 0.166 0.048
O 2.012 -1.516 -3.147 -0.461 -0.691 -0.511
C 1.035 -0.641 -3.697 0.529 -0.159 0.013
C -0.141 -1.485 -4.171 -0.706 -0.502 -0.006
N -0.143 -1.966 -5.563 -0.390 1.985 0.074
C 1.112 -2.492 -6.009 0.992 -0.471 -0.102
C 1.101 -2.725 -7.486 -0.086 0.815 -1.291
O 1.012 -1.452 -8.214 0.222 -0.639 -0.392
C 1.260 -1.581 -9.627 -0.007 0.139 0.469
H 3.652 -0.382 -3.477 0.381 0.543 -0.011
H 3.820 -1.618 -2.213 -0.075 -0.081 0.140
H 2.796 -0.187 -1.870 0.671 0.241 -0.027
H 1.459 -0.027 -4.528 -0.156 -0.307 0.358
H 0.712 0.041 -2.903 -0.086 0.150 -0.006
H -1.083 -0.916 -4.037 0.436 -0.250 0.007
H -0.206 -2.380 -3.521 0.116 0.461 -0.095
H -0.398 -1.157 -6.152 0.241 -0.608 0.234
H 1.227 -3.446 -5.514 0.160 -0.570 -0.040
H 2.067 -1.977 -5.757 -0.720 0.438 0.048
H 0.276 -3.377 -7.769 -0.307 0.054 -0.103
H 2.010 -3.199 -7.818 0.541 -0.346 0.087
H 2.246 -1.945 -9.906 0.489 -0.223 0.580
H 1.187 -0.623 -10.143 -0.276 0.232 0.543
H 0.575 -2.252 -10.116 -0.649 -0.390 -0.003
C 8.088 -2.697 3.281 -0.647 0.929 -0.022
O 7.262 -1.831 2.513 0.346 -0.156 -0.407
C 7.922 -0.850 1.721 0.152 -0.156 0.248
C 6.894 -0.023 0.998 -0.271 1.436 0.036
N 5.779 0.288 1.862 0.125 0.992 0.664
C 4.603 0.770 1.173 -1.047 -0.007 -0.106
C 4.174 2.262 1.280 0.348 -0.896 1.276
O 5.105 3.098 0.613 -0.557 0.199 0.363
C 4.803 4.478 0.770 1.143 0.054 -1.124
H 8.498 -2.200 4.161 0.218 0.240 -0.058
H 8.873 -3.140 2.696 0.489 -0.221 -0.382
H 7.420 -3.453 3.637 -0.272 -0.656 0.192
H 8.655 -1.272 1.019 -0.232 -0.289 0.023
H 8.482 -0.171 2.354 0.191 0.135 0.480
H 6.453 -0.437 0.102 0.457 -0.721 -0.696
H 7.365 0.945 0.714 -0.073 -0.631 -0.078
H 5.555 -0.521 2.408 -0.095 -0.271 0.153
H 3.777 0.174 1.582 -0.212 0.306 -0.168
H 4.661 0.475 0.122 -0.093 0.158 -0.289
H 4.070 2.479 2.375 0.638 0.241 -0.522
H 3.122 2.403 0.960 0.468 -0.131 -0.654
H 5.462 5.056 0.103 0.198 -0.450 0.174
H 5.014 4.850 1.770 -0.528 -0.136 0.318
H 3.832 4.715 0.359 -0.786 -0.016 0.506
C 3.669 -6.687 -6.008 -1.495 -0.893 -0.400
O 2.731 -5.962 -5.233 0.470 -0.226 -0.538
C 2.822 -6.133 -3.833 -0.558 0.481 -0.046
C 1.826 -5.122 -3.285 -0.306 0.102 0.185
N 1.658 -5.239 -1.860 -0.571 -0.969 0.848
C 0.685 -4.344 -1.247 0.686 0.821 -1.298
C 0.537 -4.498 0.205 -0.984 -0.573 1.635
O 1.730 -4.233 0.949 -0.839 0.026 -0.685
C 1.395 -4.168 2.320 0.814 -1.550 0.367
H 4.688 -6.546 -5.729 0.871 0.431 0.368
H 3.511 -6.434 -7.057 0.129 0.397 0.148
H 3.461 -7.770 -5.983 0.047 0.096 0.335
H 3.834 -5.919 -3.501 0.325 -0.086 0.200
H 2.503 -7.134 -3.493 0.265 0.115 -0.247
H 0.891 -5.349 -3.821 -0.025 0.145 0.364
H 2.080 -4.089 -3.504 0.384 0.204 -0.629
H 2.544 -5.226 -1.371 -0.084 0.259 -0.005
H -0.313 -4.532 -1.642 -0.037 -0.231 -0.328
H 0.896 -3.283 -1.491 0.074 -0.111 0.047
H 0.146 -5.532 0.417 0.577 0.571 0.078
H -0.240 -3.796 0.588 0.397 -0.323 -0.495
H 0.630 -3.452 2.565 -0.515 0.224 -0.109
H 2.311 -3.902 2.813 0.425 0.251 0.457
H 1.131 -5.198 2.687 -0.142 0.905 -0.212
C 1.117 3.030 -2.854 0.833 -1.511 -0.661
O 0.159 3.926 -2.496 -1.717 1.554 0.546
C 0.457 4.834 -1.470 1.964 0.015 1.293
C -0.561 5.930 -1.332 -0.444 0.396 -0.248
N -0.238 6.813 -0.174 -0.879 -0.278 0.145
C 0.822 7.798 -0.313 0.190 1.212 0.159
C 0.989 8.678 0.970 0.250 -0.200 -1.280
O -0.149 9.470 1.266 -0.067 -1.399 0.201
C -0.246 10.547 0.407 -0.180 2.051 0.365
H 0.614 2.206 -3.352 -0.302 -0.371 0.274
H 1.703 2.614 -2.014 -0.057 0.300 -0.226
H 1.740 3.376 -3.674 0.723 0.583 0.233
H 1.435 5.349 -1.605 -0.165 -0.478 -0.408
H 0.593 4.313 -0.483 -0.386 0.153 -0.682
H -1.538 5.409 -1.235 0.339 0.777 0.349
H -0.583 6.504 -2.278 -0.097 -0.160 0.166
H -1.073 7.348 0.100 0.421 -0.600 -0.136
H 0.602 8.580 -1.056 -0.073 -0.492 -0.573
H 1.795 7.372 -0.608 -0.389 -0.068 0.348
H 1.827 9.352 0.848 0.439 0.261 -0.512
H 1.293 8.091 1.791 -0.389 -0.854 1.290
H -1.274 10.884 0.324 -0.385 -0.332 -0.056
H 0.141 10.388 -0.584 0.148 -0.241 -0.444
H 0.263 11.439 0.825 0.213 -0.360 -0.109
C -4.258 1.084 -2.682 -0.062 0.086 1.446
O -5.252 0.623 -1.727 -0.472 -0.233 -1.627
C -6.569 0.466 -2.360 1.001 -1.565 0.415
C -7.485 1.518 -1.959 -2.147 1.198 0.164
N -7.139 2.877 -2.327 -0.754 0.013 0.181
C -8.133 3.853 -1.811 2.006 0.451 -0.200
C -7.667 5.224 -2.324 -0.955 0.151 -0.206
O -6.537 5.706 -1.624 0.007 -0.171 0.090
C -6.165 6.951 -2.156 0.318 1.069 0.182
H -3.393 1.391 -2.095 -0.123 0.284 0.161
H -4.690 1.938 -3.185 0.250 0.054 -0.587
H -3.851 0.303 -3.320 -0.598 -0.207 -0.423
H -7.005 -0.438 -1.953 0.117 -0.464 0.357
H -6.589 0.246 -3.416 0.897 0.460 -0.615
H -7.648 1.354 -0.906 0.141 0.458 1.058
H -8.523 1.315 -2.341 0.919 -0.008 -0.210
H -6.254 3.140 -1.931 0.472 -0.063 0.194
H -8.129 3.874 -0.702 -0.443 -0.109 -0.384
H -9.085 3.591 -2.247 -0.425 0.097 0.149
H -8.482 5.995 -2.271 0.440 -0.605 0.038
H -7.389 5.086 -3.376 -0.175 0.100 -0.071
H -7.055 7.605 -2.241 0.368 -0.090 0.161
H -5.721 6.901 -3.155 -0.097 -0.399 -0.131
H -5.398 7.453 -1.526 -0.650 -0.555 -0.084
C 0.928 3.879 2.248 0.170 1.190 -0.430
C 1.042 4.020 3.769 0.183 -0.346 -0.986
C 0.017 3.105 4.364 0.109 -0.321 1.574
O 2.335 3.828 4.334 0.275 -0.767 -0.222
H 0.934 2.861 1.875 -0.191 -0.335 0.167
H 1.667 4.422 1.664 0.601 0.047 0.321
H 0.024 4.416 1.926 -0.195 -0.548 0.164
H 0.834 5.039 4.039 -0.279 0.561 0.025
H 0.034 3.291 5.450 0.016 -0.457 -0.131
H 0.302 2.040 4.169 -0.591 0.745 0.047
H -1.005 3.368 4.077 0.168 -0.390 -0.420
H 2.592 2.885 4.311 -0.311 0.601 -0.095
C -3.224 -5.249 4.727 0.024 0.841 0.016
C -2.134 -4.782 3.733 0.615 -0.321 0.315
C -2.769 -4.166 2.484 -0.520 -1.396 -0.276
O -1.121 -3.944 4.336 -0.813 -0.821 -0.572
H -3.821 -4.389 5.162 0.706 -0.780 -0.553
H -2.776 -5.808 5.554 -0.118 0.054 -0.122
H -3.917 -5.890 4.171 0.016 0.012 0.249
H -1.552 -5.669 3.430 -0.290 0.157 0.026
H -2.044 -3.603 1.908 -0.023 0.325 0.003
H -3.653 -3.603 2.764 0.059 0.612 -0.079
H -3.175 -4.989 1.823 0.507 0.687 0.602
H -1.585 -3.243 4.816 -0.079 0.499 0.368
C 5.068 -4.395 1.533 -0.009 0.769 0.073
C 5.037 -3.368 0.405 -1.321 -0.954 -1.344
C 5.328 -4.172 -0.868 -0.139 -0.072 -0.425
O 3.861 -2.580 0.232 0.725 1.414 -0.146
H 6.056 -4.879 1.443 -0.483 0.004 0.397
H 4.252 -5.148 1.420 0.600 0.641 0.161
H 5.006 -3.833 2.469 -0.079 -0.507 0.224
H 5.733 -2.551 0.484 0.961 -0.302 0.481
H 6.331 -4.602 -0.759 -0.028 0.193 -0.393
H 5.242 -3.540 -1.770 0.226 -0.333 0.330
H 4.649 -5.048 -0.990 0.235 0.655 0.210
H 2.985 -2.901 0.396 -0.546 -1.536 0.406
C -2.735 -3.281 -1.702 0.239 1.205 1.119
C -3.983 -2.430 -1.602 -0.614 -0.567 -0.547
C -5.185 -3.296 -1.397 0.153 -1.677 0.814
O -3.956 -1.572 -0.460 0.905 0.300 -0.458
H -2.486 -3.592 -0.680 -0.050 -0.487 -0.260
H -1.895 -2.721 -2.056 0.612 0.642 -0.136
H -2.817 -4.085 -2.394 -0.446 -0.909 -0.304
H -4.164 -1.894 -2.549 0.371 0.361 0.339
H -4.980 -4.013 -0.560 -0.199 0.605 -0.484
H -5.456 -3.914 -2.250 -0.097 0.181 -0.231
H -5.977 -2.651 -1.084 -0.913 0.170 0.026
H -4.538 -0.824 -0.676 0.135 0.125 0.056
C -1.199 0.828 0.011 -0.386 -0.732 0.132
C -0.391 -0.456 -0.029 1.356 -0.203 0.382
C 0.952 -0.196 0.728 -1.232 0.446 -0.528
O -1.089 -1.489 0.635 0.385 -0.325 0.767
H -1.011 1.317 0.958 -0.089 0.226 0.293
H -2.232 0.501 -0.009 -0.428 0.383 -0.117
H -1.011 1.538 -0.770 0.244 0.293 -0.605
H -0.160 -0.836 -1.044 -0.039 0.536 0.147
H 0.733 0.140 1.766 0.200 -0.501 -0.516
H 1.381 0.660 0.210 0.327 0.187 0.014
H 1.667 -1.002 0.669 0.071 -0.373 0.217
H -1.923 -1.663 0.193 -0.470 0.220 -0.160
```
Forces are in eV/Å.

Summary:
Highest occupied orbital energy   -8.20 eV
Frontier orbital gap   0.31827 Ha
Energy above the lowest of the compared OMol25 structures with the same formula, charge and spin   0.839 eV